128
Properties=species:S:1:pos:R:3:forces:R:3 method="wB97M-V/def2-TZVPD" relative_energy_kj_mol=0.0 charge=-1 spin_multiplicity=2 e_lumo_ha="0.06919 / 0.06918"
H 1.462 -0.263 -5.671 0.1 0.1 0.0
C 4.355 4.119 -0.156 0.0 0.3 0.1
C 1.750 -4.922 -5.301 0.1 -0.2 -0.3
C -6.827 -1.100 0.250 0.1 0.1 0.0
H 5.762 2.038 6.569 0.0 0.0 0.0
H -2.339 4.902 4.644 0.0 0.0 0.0
P 1.706 1.454 2.556 -0.9 0.5 0.6
H 4.931 2.288 -1.091 0.1 0.0 -0.1
H -1.470 5.315 2.380 -0.1 0.0 -0.1
C 0.653 -2.804 -4.901 -0.1 0.4 0.2
H -8.415 3.203 -0.914 0.0 0.1 -0.1
H -5.166 1.048 6.380 0.0 -0.1 0.1
C 1.733 -4.013 -3.063 -0.2 0.5 0.2
F -1.223 -4.787 3.261 0.1 0.3 -0.2
H -7.230 1.960 1.616 0.0 0.0 0.1
Se -2.911 2.076 1.809 0.6 0.4 0.0
H 2.072 3.314 4.867 0.0 0.1 0.0
C 1.423 -5.338 -0.954 0.0 0.3 0.1
C -0.125 2.360 4.426 0.0 -0.1 -0.2
C -3.465 -0.474 3.750 0.5 0.2 0.6
H 4.092 -0.093 3.268 0.1 0.0 0.1
H -9.348 2.428 0.369 -0.1 0.0 0.0
H 2.599 -1.933 1.884 0.1 0.2 0.0
H 1.606 -5.342 0.119 0.0 -0.1 0.2
H 3.986 0.051 -0.536 -0.1 0.0 0.0
H -2.851 -2.396 0.032 0.0 0.0 0.1
C -5.904 2.920 0.220 -0.1 -0.2 0.3
C -8.383 2.446 -0.132 0.1 0.0 0.2
H -5.382 -2.752 3.488 0.1 -0.1 0.1
H -5.837 2.046 4.076 0.0 0.1 -0.1
H -6.528 0.458 3.731 -0.1 0.0 -0.2
H -3.536 1.532 4.516 0.1 0.0 0.0
C 3.598 4.706 0.853 0.1 -0.1 0.0
N -4.263 -0.278 2.567 -0.2 0.0 -0.5
O 3.145 -1.576 1.163 0.0 0.3 -0.5
C 3.895 2.772 5.814 0.1 0.1 0.1
H 3.642 5.776 1.017 0.0 0.0 0.0
C 1.003 -2.836 -3.494 0.7 -1.8 -1.6
N -4.447 -1.170 -2.666 0.0 -0.1 0.0
H -5.124 -1.847 -2.973 0.1 0.0 0.1
H -7.225 -0.657 -0.651 0.0 0.1 -0.1
C 2.804 3.916 1.667 0.1 0.2 -0.1
H -5.478 -0.530 5.663 0.0 -0.1 0.1
H -3.060 0.295 5.672 0.1 0.0 0.0
C 3.559 0.510 0.358 0.1 -1.8 -0.1
H 1.809 -6.263 -1.380 0.0 -0.1 -0.1
H 0.230 1.500 4.979 0.0 0.0 0.1
C -3.762 0.525 4.869 -0.2 -0.2 0.0
C 3.531 1.939 0.492 -0.3 1.4 0.4
F 0.583 -3.648 2.374 -0.3 0.3 -0.2
H 1.697 -3.225 -1.104 0.1 -0.1 0.0
C -5.182 0.497 5.436 0.1 0.1 -0.1
C 2.731 2.540 1.488 0.1 -0.3 -0.5
C 4.321 2.753 -0.330 -0.1 -0.5 0.1
H -2.178 -0.863 -5.127 -0.1 0.1 0.0
H -0.117 0.519 -5.462 -0.1 0.1 -0.1
H 2.247 4.390 2.462 0.0 -0.1 0.0
C -4.130 0.757 1.705 0.0 0.3 0.0
H -1.518 2.954 5.934 0.0 0.0 0.1
C -4.191 0.042 -3.252 0.1 0.3 -0.1
H -8.132 -2.782 0.205 -0.1 -0.1 0.0
C -0.172 -1.652 -5.419 -0.1 0.0 0.1
H -7.228 -3.809 2.243 0.0 -0.1 0.0
C -6.228 1.136 4.526 0.0 -0.1 0.1
C -3.568 -1.324 -1.639 -0.3 -0.1 -0.1
H -4.749 0.399 -4.093 -0.1 0.1 -0.2
C -1.559 -1.688 -4.777 0.0 0.0 -0.2
F -0.840 -1.987 1.626 -1.0 -1.3 1.9
H 2.638 -5.856 -3.601 0.0 -0.1 0.1
C -3.529 -2.545 -0.801 0.1 -0.1 0.0
H -7.121 1.394 5.091 -0.1 0.0 0.0
C -3.161 0.577 -2.540 -0.3 0.0 -0.4
H -7.518 3.679 1.392 0.0 0.0 0.1
N -2.793 -0.275 -1.543 0.4 -0.2 0.5
F -1.231 -4.197 1.042 0.2 0.5 0.2
H 4.033 -5.038 -1.840 0.1 -0.1 -0.1
C 5.033 0.877 4.914 0.2 0.0 0.1
H -0.288 -1.771 -6.506 0.0 0.0 0.1
C -7.330 -2.294 0.739 0.0 0.0 -0.1
H 0.348 -5.301 -1.112 -0.1 -0.1 0.0
H -1.445 -1.610 -3.699 -0.1 0.0 0.2
H -3.165 -3.393 -1.383 0.0 -0.1 0.0
C -1.110 3.170 4.956 -0.1 0.0 0.1
H -8.232 1.477 -0.600 0.0 -0.1 -0.1
C -1.572 4.259 4.235 0.0 0.1 0.0
C 2.083 -4.995 -3.954 -0.1 0.0 -0.3
C 4.030 0.718 3.975 -0.1 -0.2 0.0
N -5.082 0.649 0.740 0.2 -0.3 0.4
C -5.284 1.621 -0.299 0.0 0.7 -0.3
H -2.663 1.516 -2.678 0.1 0.2 -0.1
C 0.510 -0.314 -5.146 -0.1 -0.1 -0.1
H -4.517 -2.792 -0.410 0.0 0.0 0.1
C 3.597 -4.151 -1.384 -0.2 0.2 0.1
C -6.818 -2.874 1.894 0.0 -0.1 0.0
H 5.872 0.192 4.912 0.0 0.0 0.0
Cs 0.099 -0.925 -0.294 0.6 1.8 -1.0
H 4.052 -3.269 -1.830 0.1 0.1 -0.1
C -5.784 -2.288 2.604 0.1 0.2 0.0
H -4.305 1.849 -0.731 -0.2 -0.1 0.0
H -3.628 -1.493 4.096 0.1 0.0 -0.1
H -5.977 3.613 -0.620 0.0 0.1 -0.1
H 2.042 -5.707 -5.987 0.0 0.0 0.0
H -5.913 1.173 -1.068 0.1 -0.1 0.0
H -2.055 -2.629 -5.011 -0.1 -0.1 0.0
H 3.835 3.582 6.529 0.0 0.0 0.0
H 0.233 3.832 1.410 0.0 0.1 0.0
N 0.704 -1.901 -2.672 -0.3 0.9 0.5
H 3.823 -4.153 -0.319 0.1 -0.1 0.1
F -2.639 -3.135 2.507 0.3 0.1 -0.1
F -0.845 -2.596 3.843 0.0 -0.1 -0.4
H -5.216 3.352 0.948 0.0 0.0 -0.1
C 2.901 2.623 4.863 -0.1 0.0 0.1
C -5.790 -0.506 0.950 -0.3 -0.6 0.4
C -7.275 2.752 0.868 0.0 0.1 -0.2
C 2.948 1.594 3.926 -0.1 -0.2 0.2
P -1.027 -3.408 2.446 -0.4 -0.8 0.7
H 0.695 -0.237 -4.076 0.1 0.2 0.0
H -2.412 -0.375 3.470 -0.1 -0.1 0.0
C 2.085 -4.121 -1.599 0.1 -0.2 -0.1
H 4.987 4.730 -0.785 0.0 0.0 -0.1
C -0.106 3.670 2.424 0.1 -0.1 0.1
C -5.266 -1.098 2.117 -0.7 -0.3 -0.5
C -1.082 4.492 2.961 -0.1 0.1 0.0
C 4.975 1.907 5.839 0.1 0.0 0.0
H 0.747 -3.754 -6.791 0.0 0.0 0.0
N 3.105 -0.199 1.321 0.6 -0.1 -0.3
C 0.432 2.632 3.178 0.1 0.0 0.0
C 1.027 -3.820 -5.744 0.2 -0.3 0.0

---

131
Properties=species:S:1:pos:R:3:forces:R:3 method="wB97M-V/def2-TZVPD" charge=+2 spin_multiplicity=2 e_lumo_ha="-0.25135 / -0.24402"
H 4.859 0.549 -2.247 0.0 -0.1 0.0
H 0.379 -2.782 -5.167 0.0 0.0 -0.1
O -0.351 2.684 1.189 -1.7 -1.9 1.7
H 5.895 -0.023 2.364 0.0 0.1 0.1
H -1.503 -6.001 0.104 -0.1 -0.2 0.0
H -3.063 -4.446 0.916 -0.1 -0.2 0.0
H -5.348 -1.548 -2.263 -0.2 0.1 -0.2
H 0.303 -5.691 -4.313 0.0 -0.1 0.0
N -1.813 -3.085 2.114 0.1 -0.2 0.3
C -1.809 -3.040 4.319 -0.6 0.0 0.0
C 0.319 -3.484 6.093 -0.1 0.0 -0.1
C -0.324 -5.365 -1.639 -0.2 -0.4 0.3
C 0.651 -2.778 4.775 0.8 0.3 0.4
C 4.825 -2.056 0.093 -0.1 0.1 0.1
H -3.726 2.703 6.171 -0.1 0.0 0.0
H 1.801 -5.696 -3.353 0.1 -0.1 0.0
H 2.552 -2.787 -3.825 0.1 0.0 -0.1
H 3.176 0.428 -1.692 0.0 -0.1 -0.1
H 1.220 -3.588 6.688 0.1 0.1 0.0
H 1.729 -4.844 -4.884 0.0 0.1 0.0
H 3.565 0.316 -3.418 0.0 -0.1 0.0
H -1.110 0.132 3.972 0.0 -0.1 0.0
C -2.102 4.336 -2.331 0.0 0.1 0.0
N 5.681 -1.464 0.916 0.2 -0.2 -0.2
H -4.068 -3.776 -1.385 0.0 -0.2 -0.1
H -0.399 -2.928 6.689 -0.1 0.0 0.1
H 0.000 -6.254 -2.131 0.1 -0.2 -0.1
H -1.037 -3.644 -4.564 -0.1 -0.1 0.0
C -1.082 -5.246 -0.526 0.1 -0.3 -0.2
H -0.095 0.460 -4.284 0.0 -0.1 -0.1
C -2.250 3.783 -3.592 0.0 0.0 0.0
C -1.686 1.041 4.050 0.0 0.2 0.0
C -3.162 2.484 5.276 -0.1 0.0 0.0
C 3.355 0.943 2.486 -0.5 1.0 0.7
H 1.581 -4.408 3.673 0.0 -0.1 0.0
C 0.719 -3.804 -3.314 0.4 0.3 -0.7
C 3.693 2.297 -2.622 -0.1 0.2 -0.2
H -5.464 0.444 -2.938 -0.1 -0.1 -0.1
S -0.532 -1.515 -1.313 0.5 1.2 0.6
N 2.993 -0.712 0.804 1.7 -0.2 0.3
H -4.977 2.078 -2.549 0.0 0.1 0.0
S 0.777 -2.598 1.492 0.6 0.7 0.0
H -2.088 -3.047 5.349 0.0 -0.1 0.2
C -0.849 1.671 1.784 -1.1 4.9 0.6
C 0.945 -1.296 5.018 0.0 -0.1 -0.2
H 2.573 -3.577 -2.248 0.1 -0.1 0.1
H -3.743 0.842 -2.775 0.1 0.0 -0.1
H -6.605 1.843 -0.539 0.0 0.1 0.0
H 5.131 4.752 -5.671 0.0 0.0 -0.1
C -0.309 2.805 -1.882 -0.1 -0.4 0.3
H 0.111 -0.825 5.537 0.0 0.1 0.1
C -2.597 -3.186 3.228 0.0 -0.1 0.5
C 3.828 0.810 -2.482 0.0 0.0 0.0
H 1.290 1.549 -4.153 0.1 0.0 0.0
C -4.784 0.752 -0.876 -0.4 1.0 -0.1
H 0.983 5.681 -1.912 -0.1 0.0 0.1
H -6.868 0.132 -0.865 -0.1 -0.1 -0.1
Te 1.253 2.175 -0.567 1.5 1.6 -0.7
C -1.677 1.951 2.994 0.1 -0.2 0.1
C 4.544 2.950 -3.504 0.0 0.0 0.1
H 3.409 3.202 4.538 -0.1 -0.1 -0.2
C -1.137 3.843 -1.472 0.1 -0.1 0.2
C -3.183 3.370 4.209 0.0 0.0 0.0
H 2.368 -2.849 3.424 0.0 -0.1 0.1
C 3.579 5.050 -2.951 0.2 -0.3 0.0
H -3.788 4.261 4.264 0.0 0.1 0.0
C 1.932 2.275 3.312 -0.2 0.1 0.0
H 1.834 -1.184 5.634 0.1 0.0 0.1
S -2.885 -0.359 1.693 1.6 0.8 0.5
C -3.459 -1.121 0.300 0.4 -0.1 -0.2
C -0.617 -3.226 -1.229 0.1 0.6 0.1
H 6.444 4.669 -4.508 0.1 0.0 0.0
H -2.854 1.599 -0.360 0.2 0.1 -0.1
H -2.728 5.157 -2.020 -0.1 0.1 0.1
C 1.864 -3.477 4.155 0.2 0.1 0.1
C 1.158 -5.099 -3.996 -0.1 0.1 0.2
N -0.035 -4.103 -2.084 -0.4 -0.1 0.7
H 2.580 -3.705 4.939 0.0 0.0 0.2
N 4.041 1.686 3.331 0.8 -0.6 -0.3
H -3.652 -3.351 3.168 -0.2 -0.1 0.0
H 1.366 4.787 -0.417 0.1 0.4 -0.2
C -1.438 2.736 -3.985 0.0 0.0 0.0
C 1.793 5.324 -1.275 -0.3 0.0 0.3
C -0.561 -2.852 2.532 0.6 0.2 -0.3
N -0.692 0.445 1.399 -0.6 -2.9 -1.1
C 4.498 4.324 -3.691 -0.2 0.0 0.2
C 2.743 3.048 -1.930 0.0 -1.2 -0.1
H 2.787 -2.182 -0.621 0.0 0.0 0.0
H 2.335 6.193 -0.903 0.0 0.0 0.0
H 5.378 6.079 -4.540 0.0 0.1 0.0
C -4.740 1.032 -2.383 0.1 -0.1 0.1
C -2.425 1.314 5.186 0.0 -0.1 0.2
N 3.139 2.517 3.842 -0.5 -0.2 -0.3
H -0.065 -4.483 5.900 -0.1 -0.1 0.0
Ru 1.014 -0.198 0.860 -2.2 -0.5 -1.0
H 1.110 -0.780 4.066 0.0 0.0 0.1
H -6.259 0.648 0.711 0.0 0.0 0.1
N -4.295 -0.617 -0.647 0.3 -1.0 -0.1
H -2.449 3.795 2.238 0.1 0.1 -0.1
C -4.661 -1.656 -1.454 0.1 0.2 0.1
C -4.019 -2.770 -1.022 0.2 0.0 0.3
C 3.488 -1.695 0.041 -0.2 0.0 -0.1
C 5.212 -0.503 1.680 -0.5 0.2 0.2
C 3.870 -0.109 1.643 0.4 -0.5 -0.5
C -0.186 -3.032 -4.274 0.0 0.0 0.1
H -1.018 4.260 -0.482 0.0 0.1 0.0
C -2.437 3.112 3.073 0.1 0.0 0.0
B -2.374 -3.493 0.735 0.6 0.0 0.0
C 1.962 -2.998 -2.938 -0.1 0.0 0.0
H -2.437 0.606 6.004 0.0 0.0 0.1
C 0.441 1.129 -3.614 0.0 -0.1 0.0
C 5.418 5.000 -4.651 0.0 0.0 -0.2
N -3.260 -2.432 0.056 -0.9 0.4 -0.3
C -0.450 2.233 -3.144 0.1 -0.1 0.1
H 1.039 2.816 3.551 -0.2 0.2 0.1
H 1.671 -2.052 -2.487 0.1 0.0 0.0
C -6.221 0.843 -0.358 0.2 -0.1 0.0
C -3.909 1.788 -0.177 -0.1 0.0 0.1
C 2.712 4.438 -2.056 -0.2 0.0 0.1
H 3.549 6.124 -3.052 0.0 0.2 0.0
H -4.145 2.771 -0.573 -0.1 0.1 -0.1
H 5.218 -2.838 -0.539 -0.1 -0.1 -0.1
N -1.284 -3.916 -0.281 0.1 -0.2 -0.3
H 0.814 0.554 -2.758 0.0 0.0 -0.3
N -0.522 -2.863 3.885 -0.7 -0.1 -0.6
H -1.562 2.300 -4.966 0.0 0.0 -0.1
H 5.269 2.367 -4.052 0.2 -0.1 -0.1
N 2.032 1.285 2.450 0.0 -1.3 -0.6
H -0.551 -2.116 -3.818 0.0 0.1 -0.1
H -2.988 4.175 -4.274 -0.1 0.0 -0.1
H -4.091 1.805 0.893 0.0 0.1 0.0